Computed, not measured: a molecular structure, C24H25CrN5O4S, with ωB97M-V/def2-TZVPD.

Geometry as XYZ:
```
60
C24H25CrN5O4S ωB97M-V/def2-TZVPD
Cr -0.948 -1.203 -0.046
S 1.920 1.109 -1.547
O -1.428 -4.360 -2.523
O -1.293 -2.839 -0.857
O -1.767 1.521 -0.666
O 0.552 1.642 -1.011
N 1.074 -1.537 -0.142
N -1.485 -2.134 -2.984
N -2.813 -1.022 0.786
N -0.446 -0.403 1.630
N -1.700 -0.923 -2.334
C 1.750 -2.210 -1.043
C 3.759 -0.522 2.195
C 2.866 2.611 -1.596
C -5.185 -1.176 0.954
C 1.614 0.762 -3.285
C 0.929 -0.371 1.923
C -3.887 1.018 3.669
C 1.744 -1.002 0.930
C -2.665 1.446 4.075
C -0.926 0.732 -0.592
C -5.190 -0.346 2.036
C 3.830 -1.799 0.055
C -1.386 -3.235 -2.111
C -3.974 0.150 2.553
C 2.983 0.058 3.147
C 1.567 0.121 3.029
C 3.147 -2.362 -0.982
C -3.959 -1.488 0.343
C 3.132 -1.099 1.062
C 0.848 1.847 -4.038
C -1.468 1.014 3.438
C -1.511 0.143 2.387
C 3.044 3.132 -0.170
C -2.799 -0.242 1.912
H 3.817 2.333 -2.061
H 4.908 -1.905 0.132
H -6.101 -1.586 0.551
H 1.489 2.680 -4.324
H 4.838 -0.571 2.300
H 0.021 2.238 -3.441
H 0.437 1.423 -4.956
H 3.816 3.901 -0.162
H 2.117 3.566 0.199
H -6.122 -0.070 2.517
H -4.793 1.337 4.175
H -2.685 -0.705 -2.211
H 2.599 0.551 -3.712
H -3.911 -2.142 -0.521
H 3.653 -2.933 -1.752
H -0.535 1.409 3.801
H 2.334 3.314 -2.233
H 3.349 2.336 0.517
H 1.010 0.523 3.858
H 1.060 -0.182 -3.251
H 3.445 0.476 4.034
H -1.286 -0.180 -2.877
H 1.179 -2.655 -1.848
H -2.586 2.130 4.911
H -1.978 -2.322 -3.842
```

Its expectation value of S² is 0.76. Its orbital gap (alpha / beta) is 6.998 / 7.273 eV. As for the net charge: +1. The calculation puts the LUMO energy (alpha / beta) at -0.1258 / -0.1165 Eh. The calculation puts the energy above the lowest of the compared OMol25 structures with the same formula, charge and spin at 33.1 kcal/mol. The spin multiplicity is 2.

Atom charges from the Mulliken analysis, given in e for atoms 1 to 8: atom 1 (Cr): -0.172, atom 2 (S): 0.850, atom 3 (O): -0.630, atom 4 (O): -0.782, atom 5 (O): -0.421, atom 6 (O): -0.671, atom 7 (N): 0.781, atom 8 (N): -0.478

***

Computed, not measured: a molecular structure, C24H25F5IrN3Te, with ωB97M-V/def2-TZVPD.

Geometry as XYZ:
```
59
C24H25F5IrN3Te ωB97M-V/def2-TZVPD
Ir 0.130 0.593 -0.170
Te -0.452 -0.167 2.404
F 1.517 2.668 -1.969
F 0.164 4.746 0.083
F 0.739 3.065 1.306
F 2.191 3.985 0.019
F -0.577 3.170 -1.679
N 0.259 -1.636 -0.557
N -1.313 -0.074 -2.114
N 2.498 -0.125 -0.142
C 3.311 0.798 0.639
C -1.691 -1.438 -1.878
C 3.464 -3.386 1.368
C 0.509 2.624 -1.021
C 1.355 -2.275 -0.098
C 0.903 3.645 0.078
C -1.417 -3.453 -0.571
C -2.052 2.408 2.153
C -2.056 3.046 4.852
C 2.566 -4.214 0.703
C -3.234 -3.266 -2.133
C 2.963 -0.144 -1.535
C -2.623 3.588 2.578
C -1.488 1.859 4.436
C -0.897 -2.216 -0.994
C 1.528 -3.674 -0.019
C -2.815 -1.990 -2.468
C -2.612 3.918 3.927
C -1.460 1.550 3.077
C -0.433 0.064 -3.275
C -2.482 0.791 -2.265
C -2.563 -3.967 -1.142
C 3.425 -2.016 1.155
C 2.441 -1.458 0.356
H -0.957 -0.223 -4.192
H -2.189 1.833 -2.177
H -2.044 3.305 5.899
H 4.380 0.587 0.529
H 2.673 -5.285 0.767
H 3.034 0.739 1.691
H -3.035 4.857 4.252
H 4.203 -1.405 1.582
H 0.846 -4.328 -0.535
H 2.338 -0.798 -2.137
H 2.947 0.862 -1.947
H 3.145 1.812 0.280
H -1.044 1.187 5.156
H -3.211 0.555 -1.491
H -2.046 2.152 1.097
H 4.238 -3.810 1.985
H -0.960 -3.974 0.257
H -3.053 4.265 1.858
H -2.948 -4.914 -0.799
H -0.110 1.098 -3.378
H 3.989 -0.521 -1.584
H -3.379 -1.423 -3.191
H 0.437 -0.578 -3.164
H -2.949 0.668 -3.247
H -4.103 -3.684 -2.613
```

Its expectation value of S² is 8.81. Its orbital gap (alpha / beta) is 8.146 / 5.808 eV. As for the net charge: +1. The calculation puts the LUMO energy (alpha / beta) at -0.0824 / -0.2051 Eh. The spin multiplicity is 6.

Atom charges from the Mulliken analysis, given in e for atoms 1 to 8: atom 1 (Ir): 1.282, atom 2 (Te): 0.315, atom 3 (F): -0.281, atom 4 (F): -0.266, atom 5 (F): -0.192, atom 6 (F): -0.257, atom 7 (F): -0.341, atom 8 (N): 0.795

***

Computed, not measured: a single C24H25N3O2S molecule, with ωB97M-V/def2-TZVPD.

Geometry as XYZ:
```
55
C24H25N3O2S ωB97M-V/def2-TZVPD
S -0.495 2.735 -0.509
O 3.930 2.431 -0.684
O 2.957 -1.354 -1.724
N 3.895 0.749 0.811
N 1.153 -1.302 -0.337
N 1.000 1.464 1.137
C 5.311 0.503 0.608
C -5.423 1.359 -0.161
C 3.290 1.686 0.043
C 3.310 -1.618 0.660
C 0.336 -0.397 -2.465
C -4.068 -1.032 0.095
C -0.722 0.137 -3.180
C 1.169 2.565 -0.863
C -2.198 -0.174 -1.308
C -4.202 1.194 -0.789
C -1.975 0.263 -2.611
C -1.142 -0.731 -0.598
C -0.217 1.840 0.975
C 3.244 -0.330 1.507
C -3.511 -0.008 -0.666
C 2.485 -1.414 -0.613
C -5.898 -1.990 1.525
C -5.967 0.332 0.588
C -5.294 -0.878 0.722
C 0.127 -0.826 -1.159
C -1.317 1.597 1.937
C 1.815 1.866 0.117
C 4.775 -1.943 0.348
C 5.500 -0.741 -0.258
H -6.813 -2.342 1.051
H -5.211 -2.828 1.612
H -6.155 -1.643 2.525
H -0.996 0.883 2.691
H -3.540 -1.972 0.179
H 1.316 -0.472 -2.905
H 3.784 -0.498 2.447
H -1.585 2.530 2.434
H -6.923 0.465 1.074
H -2.202 1.225 1.424
H -5.953 2.296 -0.255
H 5.778 0.368 1.590
H -2.790 0.687 -3.177
H -0.557 0.470 -4.193
H 5.269 -2.242 1.277
H 2.867 -2.442 1.230
H 4.820 -2.781 -0.348
H 5.737 1.380 0.120
H 6.564 -0.961 -0.356
H 0.873 -1.440 0.625
H 1.602 2.979 -1.750
H -3.768 2.003 -1.358
H 2.220 -0.042 1.742
H 5.095 -0.543 -1.250
H -1.297 -1.060 0.421
```

The SMILES is Cc1cccc(-c2cccc(NC(=O)[C@H]3CCCN(C(=O)c4csc(C)n4)C3)c2)c1. Its orbital gap is 8.961 eV. As for the net charge: 0. The calculation puts the LUMO energy at 0.0188 Eh. The calculation puts the energy above the lowest of the compared OMol25 structures with the same formula, charge and spin at 1.0 kcal/mol.

Atom charges from the Mulliken analysis, given in e for atoms 1 to 8: atom 1 (S): -0.184, atom 2 (O): -0.722, atom 3 (O): -0.647, atom 4 (N): 0.084, atom 5 (N): 0.032, atom 6 (N): -0.583, atom 7 (C): -1.079, atom 8 (C): -0.873

***

Computed, not measured: a single C24H25N3O4S molecule, with ωB97M-V/def2-TZVPD.

Geometry as XYZ:
```
57
C24H25N3O4S ωB97M-V/def2-TZVPD
S -0.577 1.748 -0.441
O 0.700 -2.670 3.675
O -2.132 -1.768 4.216
O 2.522 -2.244 1.775
O 2.559 1.211 -3.620
N -1.320 -3.503 -0.638
N -1.781 -0.681 2.242
N -2.968 -2.884 0.697
C -2.412 -2.795 -0.535
C -4.133 -2.178 1.167
C -3.971 -0.655 1.064
C 2.732 3.570 -2.969
C -0.337 0.913 1.055
C 0.603 2.984 1.463
C -1.154 -4.094 0.575
C 1.585 -1.544 1.161
C -1.425 -1.489 3.272
C 0.194 3.152 0.181
C 1.184 -1.141 -1.260
C 1.443 -0.437 -2.413
C 0.300 1.699 1.965
C -2.166 -3.725 1.414
C -0.011 -1.956 2.975
C -0.774 -0.512 1.209
C 3.207 0.766 -1.306
C -3.080 -0.066 2.164
C 2.433 0.551 -2.444
C 3.356 2.375 -3.696
C 1.365 3.918 -3.546
C 2.964 0.039 -0.156
C 1.932 -0.890 -0.109
C 0.346 -1.382 1.712
H 1.106 3.744 2.034
H -4.306 -2.463 2.207
H -2.961 1.010 1.996
H -3.544 -0.225 3.142
H 4.003 1.495 -1.300
H 3.560 0.216 0.726
H 4.370 2.182 -3.324
H -0.323 -4.742 0.764
H 0.289 4.018 -0.443
H 1.449 4.171 -4.600
H -2.373 -3.983 2.432
H 0.421 -1.906 -1.250
H 3.409 4.420 -3.067
H -4.956 -0.193 1.153
H 0.934 4.768 -3.022
H 0.879 -0.621 -3.313
H -2.838 -2.218 -1.333
H 0.690 3.070 -3.448
H 3.418 2.587 -4.767
H -4.998 -2.487 0.570
H -3.569 -0.396 0.083
H -1.162 -0.860 0.243
H 0.545 1.370 2.959
H 2.627 3.337 -1.907
H 2.145 -2.606 2.619
```

The SMILES is CCCOc1ccc(/C(O)=C2/C(=O)C(=O)N(CCCn3ccnc3)[C@H]2c2cccs2)cc1. Its orbital gap is 8.300 eV. As for the net charge: 0. The calculation puts the LUMO energy at -0.0066 Eh. The calculation puts the energy above the lowest of the compared OMol25 structures with the same formula, charge and spin at 51.0 kcal/mol.

Atom charges from the Mulliken analysis, given in e for atoms 1 to 8: atom 1 (S): -0.082, atom 2 (O): -0.821, atom 3 (O): -0.686, atom 4 (O): -0.665, atom 5 (O): -0.499, atom 6 (N): -0.562, atom 7 (N): 0.334, atom 8 (N): 0.256

***

| no. | strongest force on any atom (hartree/bohr) | DFT total energy (a.u.) |
| --- | --- | --- |
| 1 | 0.0276 | -2946.7787 |
| 2 | 0.0256 | -1965.1320 |
| 3 | 0.0207 | -1642.5648 |
| 4 | 0.0167 | -1792.9897 |